Formula: C5H11AlNP
Source: the OMol25 dataset
Level of theory: ωB97M-V/def2-TZVPD

XYZ file:
```
19
Properties=species:S:1:pos:R:3
C 0.088 -0.736 -1.017
C -0.176 0.059 -2.133
C 0.042 1.449 -2.203
C 0.592 2.198 -1.140
C 0.913 1.596 0.069
Al 0.407 -0.129 0.812
P 0.592 -2.355 1.599
H -0.178 -1.803 -1.129
H -0.549 -0.435 -3.043
H -0.170 1.961 -3.150
H 1.516 2.184 0.796
H 0.858 3.247 -1.334
H 1.830 -2.721 2.206
H 0.562 -3.405 0.633
H -0.223 -3.037 2.560
N -1.288 0.408 1.518
H -1.896 -0.429 1.660
H -1.768 1.062 0.860
H -1.152 0.887 2.436
```

Its highest occupied orbital energy is -5.4 eV. Its calculated total energy is -835.50627 Ha. The calculation puts the energy above the lowest of the compared OMol25 structures with the same formula, charge and spin at 0.00 kcal per mole. Its multiplicity is 1. Its HOMO-LUMO gap is 0.1766 hartree.

Formula: C5H15N3O
Source: the OMol25 dataset
Level of theory: ωB97M-V/def2-TZVPD

XYZ file:
```
24
Properties=species:S:1:pos:R:3
C -0.765 -0.802 0.682
C -0.064 -0.351 1.972
C -1.623 -2.040 0.973
C -1.668 0.332 0.174
C 0.292 -1.135 -0.386
H -0.795 -0.090 2.738
H 0.566 0.520 1.788
H 0.571 -1.148 2.365
H -2.378 -1.821 1.730
H -2.138 -2.379 0.072
H -1.008 -2.862 1.343
H -1.091 1.240 -0.004
H -2.152 0.055 -0.765
H -2.450 0.555 0.901
H 0.548 0.141 -1.376
H 0.889 -1.997 -0.071
H -0.190 -1.507 -1.297
N 2.381 2.909 -2.183
O 2.125 0.900 -0.592
N 1.305 1.092 -1.589
N 1.327 2.076 -2.353
H 1.271 -0.366 -0.284
H 2.844 2.850 -1.281
H 2.205 3.827 -2.558
```

Its highest occupied orbital energy is -9.0 eV. Its calculated total energy is -438.85406 Ha. The calculation puts the energy above the lowest of the compared OMol25 structures with the same formula, charge and spin at 113.51 kcal per mole. Its multiplicity is 1. Its HOMO-LUMO gap is 0.3625 hartree. Its SMILES is N/N=[NH+]\[O-].CC(C)(C)C.

Formula: C8H14N2P
Source: the OMol25 dataset
Level of theory: ωB97M-V/def2-TZVPD

XYZ file:
```
25
Properties=species:S:1:pos:R:3
C -3.405 1.162 -0.793
C -3.201 0.725 0.529
C -2.328 1.071 -1.769
C -1.903 0.156 0.841
C -1.065 0.475 -1.419
C -0.949 -0.016 -0.139
C 0.361 -0.747 0.208
C 1.632 0.034 0.185
N 1.624 1.263 1.833
N 0.370 -1.908 -0.777
P 3.234 -0.933 0.282
H -4.338 1.620 -0.974
H -3.842 0.702 1.407
H -2.475 1.317 -2.870
H -1.974 -0.421 1.777
H -0.389 0.421 -2.194
H 0.300 -1.051 1.319
H 1.678 0.757 -0.621
H 1.461 2.250 1.382
H 2.611 1.241 1.993
H 1.249 -1.748 -1.441
H -0.466 -1.886 -1.234
H 0.530 -2.742 -0.261
H 3.853 0.365 0.238
H 3.194 -1.295 1.531
```

Its highest occupied orbital energy is -12.8 eV. Its calculated total energy is -763.69982 Ha. The calculation puts the energy above the lowest of the compared OMol25 structures with the same formula, charge and spin at 60.22 kcal per mole. As for the net charge: +1. Its multiplicity is 1. Its HOMO-LUMO gap is 0.3420 hartree.

Formula: C38H47GeN3PSTi
Source: the OMol25 dataset
Level of theory: ωB97M-V/def2-TZVPD

XYZ file:
```
92
Properties=species:S:1:pos:R:3
Ti -0.060 -0.057 0.270
C 2.954 3.126 -0.851
C 1.583 2.652 -1.170
C 1.157 2.674 -2.508
C -0.150 2.384 -2.848
C -1.079 2.072 -1.859
C -0.693 2.041 -0.513
C 0.660 2.302 -0.172
H 3.092 4.122 -1.278
H 3.705 2.493 -1.323
H 3.134 3.184 0.218
H 1.845 2.992 -3.276
H -0.467 2.486 -3.876
H -2.123 1.970 -2.127
H -1.487 2.080 0.247
H 0.945 2.475 0.871
N -1.376 -0.703 4.111
C -1.556 0.650 4.279
C -2.053 1.380 5.353
C -2.097 2.751 5.205
C -1.660 3.365 4.023
C -1.184 2.646 2.943
C -1.130 1.255 3.067
N -0.715 0.241 2.200
C -0.879 -0.912 2.885
C -0.571 -2.162 2.233
C -0.670 -3.463 2.656
S -0.268 -4.545 1.396
C 0.009 -3.222 0.364
N -0.165 -2.036 0.921
H -1.603 -1.401 4.807
H -2.385 0.894 6.256
H -2.470 3.364 6.011
H -1.697 4.440 3.953
H -0.866 3.177 2.058
H -0.960 -3.828 3.621
H 0.272 -3.344 -0.677
C 3.034 0.097 1.340
P 2.370 -0.707 -0.186
C 2.780 -2.462 0.082
C 3.011 -3.258 -1.045
C 3.436 -4.565 -0.890
C 3.621 -5.089 0.382
C 3.368 -4.308 1.502
C 2.931 -3.002 1.360
C 3.568 -0.294 -1.497
C 3.160 0.102 -2.767
C 4.112 0.333 -3.747
C 5.458 0.153 -3.464
C 5.860 -0.252 -2.200
C 4.922 -0.483 -1.209
H 3.926 -0.436 1.682
H 2.283 0.068 2.144
H 3.317 1.132 1.136
H 2.888 -2.840 -2.036
H 3.649 -5.164 -1.761
H 3.970 -6.102 0.500
H 3.542 -4.710 2.488
H 2.736 -2.406 2.243
H 2.102 0.231 -2.977
H 3.812 0.663 -4.727
H 6.195 0.327 -4.234
H 6.908 -0.389 -1.973
H 5.243 -0.821 -0.234
C -7.541 -1.012 -0.330
C -6.321 -0.173 -0.026
C -5.044 -0.837 -0.595
C -3.824 0.042 -0.360
Ge -2.162 -0.945 -1.042
C -1.880 -1.104 -3.060
C -3.046 -1.728 -3.829
C -3.277 -3.207 -3.552
C -4.372 -3.811 -4.406
H -8.417 -0.537 0.124
H -7.458 -2.023 0.067
H -7.748 -1.071 -1.398
H -6.204 -0.055 1.054
H -6.440 0.820 -0.462
H -5.189 -1.001 -1.664
H -4.913 -1.810 -0.115
H -3.706 0.245 0.710
H -3.946 1.000 -0.868
H -2.458 -2.396 -0.551
H -0.969 -1.690 -3.222
H -1.698 -0.103 -3.458
H -2.822 -1.613 -4.896
H -3.963 -1.165 -3.645
H -3.544 -3.340 -2.493
H -2.351 -3.768 -3.714
H -5.302 -3.244 -4.341
H -4.556 -4.844 -4.123
H -4.093 -3.809 -5.463
```

Its highest occupied orbital energy (spin up / spin down) is -19.0 / -19.0 eV. Its calculated total energy is -5304.92365 Ha. The calculation puts the energy above the lowest of the compared OMol25 structures with the same formula, charge and spin at 61.75 kcal per mole. As for the net charge: +4. Its multiplicity is 2. Its HOMO-LUMO gap (spin up / spin down) is 0.1897 / 0.1491 hartree. Its expectation value of S² is 0.8148.

Formula: C5H10O3
Source: the OMol25 dataset
Level of theory: ωB97M-V/def2-TZVPD

XYZ file:
```
18
Properties=species:S:1:pos:R:3
C 1.357 -1.155 1.092
C -0.126 0.169 -0.257
C -1.390 -0.667 -0.061
C -0.210 1.369 0.669
C -0.166 0.705 -1.671
H 1.329 -0.412 1.889
H 0.509 -1.810 1.403
H 2.330 -1.714 1.089
H -2.185 -0.152 -0.631
H -1.724 -0.715 1.049
H -1.152 -1.617 -0.549
H 0.660 2.057 0.626
H -0.356 1.123 1.740
H -1.142 1.884 0.347
H 1.406 -0.326 -2.039
O 1.119 -0.530 -0.170
O 0.760 0.301 -2.483
O -1.021 1.491 -2.040
```

Its highest occupied orbital energy is -10.2 eV. Its calculated total energy is -422.22458 Ha. The calculation puts the energy above the lowest of the compared OMol25 structures with the same formula, charge and spin at 20.08 kcal per mole. Its multiplicity is 1. Its HOMO-LUMO gap is 0.4004 hartree. Its SMILES is COC(C)(C)C(=O)O.

Formula: C41H81NNbO2S2
Source: the OMol25 dataset
Level of theory: ωB97M-V/def2-TZVPD

XYZ file:
```
128
Properties=species:S:1:pos:R:3
C -0.253 -1.825 4.956
C -0.307 -2.090 3.667
Nb -0.603 -2.191 1.376
C 0.511 -4.220 1.484
C 1.655 -4.296 0.351
C 3.003 -3.479 0.734
S 3.788 -3.022 -0.915
C 5.114 -1.754 -0.686
S 6.634 -2.322 -0.177
N 4.996 -0.308 -0.914
C 4.841 0.481 0.347
C 4.209 1.931 0.073
O 2.902 1.933 -0.547
C 2.663 0.758 -1.363
C 3.984 0.052 -1.947
C -1.476 -0.062 1.355
O -0.443 1.008 1.292
C 0.236 1.112 2.555
C 1.762 0.728 2.605
C 2.650 0.734 3.882
C 1.977 1.144 5.232
C 0.479 1.553 5.217
C -0.430 1.543 3.890
H -0.570 -1.705 6.055
H -2.219 -2.958 1.701
H -0.859 -2.366 -0.440
H 1.013 -1.440 1.043
H -0.258 -5.085 1.432
H 1.040 -4.306 2.512
H 1.237 -3.775 -0.598
H 1.939 -5.391 0.177
H 2.816 -2.566 1.395
H 3.701 -4.188 1.332
H 5.917 0.664 0.748
H 4.308 -0.143 1.144
H 4.073 2.432 1.112
H 4.988 2.588 -0.473
H 1.952 0.020 -0.823
H 2.061 1.125 -2.288
H 4.492 0.838 -2.638
H 3.657 -0.801 -2.633
H -2.171 0.083 2.277
H -2.180 0.000 0.434
H 2.219 0.396 1.602
H 3.748 0.397 3.773
H 2.641 1.110 6.169
H -0.018 1.844 6.203
H -1.535 1.826 3.895
C -0.740 3.467 -0.819
C -2.142 3.728 -0.290
C -3.239 3.130 -1.174
C -3.308 3.692 -2.598
C -3.505 5.207 -2.689
C -4.820 5.678 -2.082
H -0.585 3.924 -1.800
H 0.004 3.886 -0.136
H -0.551 2.393 -0.904
H -2.295 4.805 -0.166
H -2.226 3.289 0.710
H -4.206 3.271 -0.679
H -3.090 2.046 -1.239
H -4.130 3.195 -3.126
H -2.396 3.423 -3.141
H -3.486 5.496 -3.746
H -2.670 5.732 -2.214
H -5.670 5.202 -2.578
H -4.923 6.760 -2.200
H -4.874 5.455 -1.014
C 4.128 -5.829 -4.008
C 3.103 -6.280 -2.978
C 3.621 -7.385 -2.057
C 3.991 -8.697 -2.759
C 2.861 -9.345 -3.562
C 1.671 -9.751 -2.702
H 4.409 -6.642 -4.683
H 3.719 -5.019 -4.618
H 5.033 -5.458 -3.519
H 2.188 -6.601 -3.485
H 2.825 -5.418 -2.362
H 2.869 -7.583 -1.287
H 4.507 -7.018 -1.525
H 4.340 -9.408 -2.000
H 4.843 -8.528 -3.425
H 3.255 -10.240 -4.055
H 2.526 -8.677 -4.362
H 1.976 -10.459 -1.926
H 0.908 -10.233 -3.318
H 1.208 -8.887 -2.218
C 0.489 5.415 3.507
C -0.036 5.300 4.931
C -1.268 6.170 5.190
C -1.044 7.678 5.037
C 0.053 8.266 5.927
C -0.242 8.123 7.414
H 0.814 6.433 3.277
H 1.349 4.754 3.369
H -0.279 5.125 2.784
H 0.762 5.546 5.639
H -0.298 4.253 5.116
H -1.643 5.957 6.197
H -2.067 5.868 4.502
H -1.989 8.191 5.252
H -0.810 7.908 3.992
H 0.155 9.332 5.692
H 1.020 7.808 5.697
H -1.181 8.619 7.674
H 0.557 8.584 8.002
H -0.310 7.075 7.713
C -2.132 -1.459 -3.219
C -3.071 -0.642 -4.097
C -4.433 -0.390 -3.449
C -5.257 -1.648 -3.155
C -5.552 -2.530 -4.370
C -6.385 -1.827 -5.433
H -2.531 -2.455 -3.017
H -1.166 -1.583 -3.715
H -1.958 -0.956 -2.264
H -3.193 -1.138 -5.066
H -2.601 0.326 -4.305
H -5.010 0.283 -4.093
H -4.283 0.151 -2.507
H -6.207 -1.340 -2.701
H -4.745 -2.251 -2.399
H -6.097 -3.417 -4.030
H -4.620 -2.895 -4.814
H -7.344 -1.498 -5.021
H -6.591 -2.509 -6.263
H -5.868 -0.955 -5.842
```

Its highest occupied orbital energy is -5.0 eV. Its calculated total energy is -2668.82816 Ha. As for the net charge: -1. Its multiplicity is 1. Its HOMO-LUMO gap is 0.2378 hartree.